[1]
{
  "formula": "C28H42O21",
  "method": "wB97M-V/def2-TZVPD",
  "de_lowest_ev": 0.453,
  "smiles": "C[C@H]1COC(=O)O1.C[C@H]1COC(=O)O1.C[C@H]1COC(=O)O1.C[C@H]1COC(=O)O1.C[C@H]1COC(=O)O1.C[C@H]1COC(=O)O1.C[C@H]1COC(=O)O1",
  "homo_lumo_gap_ev": 10.310,
  "max_force_ev_per_a": 2.36,
  "elements": ["C", "C", "C", "O", "C", "O", "O", "H", "H", "H", "H", "H", "H", "C", "C", "C", "O", "C", "O", "O", "H", "H", "H", "H", "H", "H", "C", "C", "C", "O", "C", "O", "O", "H", "H", "H", "H", "H", "H", "C", "C", "C", "O", "C", "O", "O", "H", "H", "H", "H", "H", "H", "C", "C", "C", "O", "C", "O", "O", "H", "H", "H", "H", "H", "H", "C", "C", "C", "O", "C", "O", "O", "H", "H", "H", "H", "H", "H", "C", "C", "C", "O", "C", "O", "O", "H", "H", "H", "H", "H", "H"],
  "coordinates": [[3.7409, 1.4639, -1.9450], [4.1416, 0.4863, -3.0267], [4.3074, 1.0906, -4.4077], [5.2275, 0.1837, -5.0009], [6.0607, -0.2212, -4.0018], [7.1063, -0.7539, -4.1614], [5.5064, 0.0669, -2.7888], [4.4627, 2.2647, -1.7884], [3.6682, 0.9352, -0.9897], [2.7518, 1.8950, -2.1174], [3.4783, -0.3784, -3.0006], [4.7356, 2.0895, -4.2876], [3.3610, 1.1825, -4.9347], [-0.2623, 1.6150, 0.5858], [0.0913, 0.2860, 1.2199], [1.2240, -0.4677, 0.4887], [2.2218, -0.7092, 1.4660], [1.9578, -0.0157, 2.5829], [2.6224, -0.0032, 3.5728], [0.8246, 0.6943, 2.4371], [-0.9401, 1.4335, -0.2516], [0.6661, 2.0448, 0.2206], [-0.8220, 2.2283, 1.2868], [-0.7511, -0.2985, 1.5801], [1.6620, 0.1508, -0.2922], [0.8174, -1.3884, 0.0766], [-2.8000, 0.5984, -3.8046], [-1.4515, 1.0633, -4.3017], [-0.7841, 2.0676, -3.3369], [0.0982, 1.2480, -2.5849], [0.2912, 0.0734, -3.1791], [1.0322, -0.7818, -2.8222], [-0.5177, -0.0291, -4.2658], [-3.1686, -0.2810, -4.3284], [-3.5482, 1.3919, -3.8982], [-2.7743, 0.4073, -2.7268], [-1.4813, 1.4384, -5.3197], [-1.3713, 2.6663, -2.6461], [-0.2009, 2.7857, -3.9248], [-6.1660, 2.2936, 2.4496], [-5.6279, 1.8358, 1.1349], [-4.2533, 2.4206, 0.7351], [-3.4171, 1.2868, 0.5852], [-4.1023, 0.1443, 0.8107], [-3.6275, -0.9438, 0.7428], [-5.3821, 0.4167, 1.1340], [-7.1619, 1.9169, 2.6714], [-6.2200, 3.3865, 2.4642], [-5.5002, 2.0231, 3.2716], [-6.2999, 1.9970, 0.2902], [-3.8306, 3.1016, 1.4757], [-4.3119, 2.9768, -0.2008], [1.6294, -3.5613, 4.9371], [2.0667, -4.3382, 3.7172], [1.4685, -5.7520, 3.6095], [1.2511, -5.9063, 2.2152], [1.3069, -4.6936, 1.6124], [1.2056, -4.5040, 0.4460], [1.5199, -3.7344, 2.5475], [2.0673, -2.5700, 5.0001], [1.9660, -4.1255, 5.8171], [0.5415, -3.5823, 5.0003], [3.1546, -4.4506, 3.6925], [0.5522, -5.8507, 4.1987], [2.1636, -6.5095, 3.9680], [-0.9782, -3.3170, -1.4870], [-2.2249, -3.6873, -0.7482], [-3.3444, -4.2668, -1.5937], [-4.0025, -5.1620, -0.6802], [-3.0617, -5.5787, 0.2171], [-3.2206, -6.4530, 1.0009], [-1.9367, -4.8533, 0.0664], [-0.6220, -4.0683, -2.1908], [-0.1892, -3.0459, -0.7856], [-1.0850, -2.4284, -2.1212], [-2.6140, -2.8752, -0.1298], [-2.9446, -4.8749, -2.4094], [-4.0921, -3.5595, -1.9419], [0.9328, 4.4337, 2.9575], [1.6220, 5.4162, 2.0379], [3.0761, 4.9647, 1.7962], [2.9941, 4.4034, 0.4744], [1.8193, 4.6922, -0.0973], [1.4644, 4.2664, -1.1517], [1.0456, 5.4448, 0.7305], [1.3991, 4.4976, 3.9432], [1.1816, 3.4222, 2.6222], [-0.1419, 4.5741, 3.0311], [1.6161, 6.4198, 2.4623], [3.2810, 4.1108, 2.4390], [3.8491, 5.7241, 1.8486]],
  "atomic_forces_ev_per_a": [[-0.2, -0.2, 0.6], [0.2, 0.9, 0.5], [-0.7, 0.0, 0.9], [0.2, 0.3, -0.2], [-0.3, -0.1, 0.5], [0.1, 0.0, -0.1], [0.0, -0.4, -0.6], [0.0, 0.0, -0.3], [0.1, 0.0, -0.1], [0.1, 0.0, -0.2], [0.1, -0.1, -0.2], [0.2, 0.0, -0.3], [0.2, -0.3, -0.4], [-0.8, -1.0, -0.5], [1.7, 1.3, 1.0], [-1.2, 0.1, -0.3], [0.2, -0.4, 0.2], [-0.4, 0.1, 0.0], [0.2, -0.1, -0.1], [-0.4, -0.3, 0.2], [0.2, 0.1, -0.1], [-0.1, 0.5, 0.0], [0.3, 0.2, 0.1], [-0.1, -0.2, -0.4], [-0.1, -0.1, -0.1], [0.6, -0.2, 0.0], [-0.5, 0.3, 0.3], [-0.2, 0.1, 0.9], [0.6, 0.4, -1.0], [0.4, 0.4, 0.7], [-0.7, -0.3, -0.8], [0.3, 0.0, 0.2], [0.1, -0.1, 0.0], [0.1, 0.0, 0.0], [0.1, 0.0, -0.3], [0.2, -0.3, -0.1], [0.0, 0.0, -0.1], [-0.5, -0.4, 0.0], [0.2, -0.1, 0.2], [-0.1, 0.5, 0.5], [0.4, -0.2, -0.9], [-0.3, 0.4, 0.2], [0.3, -0.1, -0.2], [-0.3, 0.2, 0.2], [0.0, 0.1, -0.1], [0.3, -0.2, 0.1], [0.0, -0.1, -0.1], [-0.1, 0.0, -0.1], [0.0, -0.2, -0.1], [-0.3, 0.2, 0.3], [0.0, -0.2, 0.2], [0.1, -0.2, -0.1], [0.2, -1.0, 0.4], [-0.6, -0.5, 0.6], [0.3, 0.3, 0.7], [0.0, -0.1, -0.2], [0.2, -0.1, 0.4], [-0.1, 0.0, 0.0], [0.5, 0.3, -0.6], [-0.2, 0.1, -0.2], [0.1, 0.1, -0.1], [0.0, 0.5, -0.1], [0.0, 0.5, -0.5], [-0.2, 0.0, -0.4], [0.0, -0.1, -0.2], [0.5, 1.0, -0.5], [-0.2, -0.6, -0.6], [-0.3, -0.2, 0.1], [0.3, -0.1, 0.2], [-0.2, 0.4, -0.4], [0.0, -0.2, 0.2], [0.0, 0.3, 0.5], [0.0, -0.4, 0.4], [0.0, -0.4, -0.1], [-0.5, 0.0, 0.2], [0.2, -0.1, 0.2], [0.0, 0.2, -0.1], [0.1, 0.1, -0.1], [0.4, -0.4, -0.1], [0.6, 0.5, 0.7], [-0.7, -0.8, -0.3], [0.4, 0.3, -0.1], [-0.5, -0.4, 0.3], [0.0, 0.3, -0.2], [0.3, -0.2, -0.2], [-0.2, 0.2, 0.1], [-0.4, -0.1, -0.1], [0.0, 0.0, 0.0], [-0.3, 0.1, -0.2], [0.4, 0.3, 0.2], [0.0, 0.1, -0.1]],
  "mulliken_charge": [-1.22, 0.69, -0.45, -0.36, 0.57, -0.53, -0.41, 0.52, 0.21, 0.16, 0.19, 0.35, 0.28, -0.76, 0.63, 2.12, -0.37, 0.62, -0.63, -0.45, -0.22, 0.06, 0.35, 0.20, -0.84, -0.77, -1.14, 0.41, -0.60, 0.30, 0.35, -0.48, -0.43, 0.36, 0.40, 0.08, 0.40, 0.28, 0.20, -1.44, 0.47, -0.54, -0.02, 0.39, -0.48, -0.37, 0.37, 0.38, 0.34, 0.27, 0.28, 0.31, -1.48, 0.48, -0.59, -0.35, 0.46, -0.47, -0.03, 0.30, 0.41, 0.36, 0.26, 0.30, 0.32, -0.80, 1.05, -0.53, -0.38, 0.55, -0.56, -0.19, 0.41, -0.35, 0.21, -0.06, 0.35, 0.28, -1.08, 0.42, -0.50, -0.32, 0.65, -0.50, -0.36, 0.41, 0.03, 0.34, 0.33, 0.29, 0.30]
}

[2]
{
  "formula": "C28H42O5P",
  "method": "wB97M-V/def2-TZVPD",
  "total_charge": 1,
  "de_lowest_ev": 1.388,
  "homo_lumo_gap_ev": 5.823,
  "max_force_ev_per_a": 1.93,
  "elements": ["C", "C", "C", "C", "O", "P", "O", "C", "C", "C", "C", "O", "C", "C", "C", "C", "H", "H", "H", "H", "H", "H", "H", "H", "H", "H", "H", "H", "H", "H", "H", "H", "H", "H", "H", "H", "H", "H", "H", "H", "H", "H", "H", "C", "O", "C", "C", "C", "C", "C", "C", "C", "C", "C", "O", "C", "C", "C", "C", "C", "C", "H", "H", "H", "H", "H", "H", "H", "H", "H", "H", "H", "H", "H", "H", "H"],
  "coordinates": [[5.8408, -0.4003, 4.7383], [4.8343, 0.7489, 4.6534], [3.6217, 0.3953, 3.7945], [2.5669, 1.4946, 3.6611], [1.4706, 1.0870, 2.7650], [0.0079, 1.1365, 3.5607], [-0.9536, 2.2830, 2.8554], [-2.1206, 2.8382, 3.5404], [-3.2968, 1.8679, 3.7096], [-4.5762, 2.5422, 4.1969], [-4.5605, 3.0507, 5.6372], [-0.7194, -0.2403, 3.0433], [-0.9644, -1.1976, 4.1056], [-1.8357, -2.3207, 3.5568], [-2.1430, -3.3844, 4.5998], [-2.9313, -4.5427, 3.9999], [6.7477, -0.0812, 5.2575], [5.4297, -1.2528, 5.2874], [6.1311, -0.7433, 3.7405], [4.4986, 1.0204, 5.6618], [5.3199, 1.6353, 4.2270], [3.9728, 0.1034, 2.7926], [3.1310, -0.4817, 4.2469], [2.1315, 1.7091, 4.6573], [3.0024, 2.4237, 3.2631], [-1.8149, 3.2324, 4.5211], [-2.4354, 3.6791, 2.9073], [-3.4956, 1.4180, 2.7268], [-3.0237, 1.0525, 4.3946], [-4.7945, 3.3720, 3.5163], [-5.3901, 1.8166, 4.0870], [-5.5682, 3.3771, 5.9154], [-4.2634, 2.2701, 6.3461], [-3.8900, 3.9081, 5.7561], [-0.0082, -1.6121, 4.4675], [-1.4677, -0.7021, 4.9603], [-2.7820, -1.9045, 3.1753], [-1.3103, -2.7863, 2.7089], [-1.1979, -3.7425, 5.0227], [-2.7102, -2.9291, 5.4190], [-3.1602, -5.2906, 4.7602], [-3.8750, -4.1883, 3.5741], [-2.3611, -5.0318, 3.2049], [5.1511, -6.4555, -0.9860], [4.9043, -5.5744, 0.1399], [4.1235, -4.4756, -0.0369], [4.0321, -3.5600, 1.0515], [3.3017, -2.4003, 0.9172], [2.6534, -2.0556, -0.3094], [2.0038, -0.7938, -0.4481], [1.7520, -0.1438, -1.6914], [0.9017, 1.0124, -1.6976], [0.5495, 1.5955, -2.9024], [1.0432, 1.0755, -4.1279], [0.5473, 1.6957, -5.2328], [-0.3786, 2.7501, -4.7597], [-0.3513, 2.7386, -3.2235], [1.9538, 0.0019, -4.1511], [2.3173, -0.5455, -2.9501], [2.6928, -3.0331, -1.3487], [3.4158, -4.2100, -1.2383], [5.8324, -7.2118, -0.5876], [4.2301, -6.9350, -1.3356], [5.6316, -5.9242, -1.8163], [4.5706, -3.7890, 1.9679], [3.2384, -1.6944, 1.7482], [1.7248, -0.2513, 0.4534], [0.5251, 1.4287, -0.7679], [-0.0289, 3.6966, -5.1935], [-1.3702, 2.5110, -5.1689], [-1.3574, 2.5975, -2.8182], [0.0446, 3.6895, -2.8507], [2.3442, -0.3492, -5.1036], [3.0695, -1.3299, -2.9563], [2.1642, -2.8657, -2.2813], [3.4675, -4.8988, -2.0807]],
  "atomic_forces_ev_per_a": [[0.0, 0.1, 0.0], [-0.1, 0.3, -0.1], [-0.5, -0.4, -0.2], [0.0, 0.2, 0.1], [-0.5, 0.3, 0.2], [-0.8, 0.3, 1.6], [0.6, -0.7, -0.6], [0.1, -0.1, 0.2], [0.5, -0.2, -0.4], [0.0, 0.0, 0.0], [-0.1, 0.1, 0.0], [0.3, 0.2, -0.1], [-0.2, -0.2, 0.0], [0.1, 0.3, -0.2], [0.1, 0.1, 0.0], [0.0, 0.0, 0.1], [-0.1, -0.1, 0.0], [0.0, 0.1, -0.1], [0.0, 0.0, 0.1], [0.1, 0.0, -0.1], [0.0, -0.1, 0.1], [-0.1, 0.1, 0.2], [0.1, 0.1, -0.2], [0.3, 0.0, -0.4], [-0.2, -0.3, 0.0], [0.1, -0.1, -0.3], [0.2, -0.2, 0.2], [0.1, 0.0, 0.2], [0.0, 0.1, -0.1], [-0.1, 0.0, 0.1], [0.1, 0.1, 0.0], [0.2, 0.0, 0.0], [0.0, 0.1, -0.1], [-0.1, -0.1, 0.1], [-0.2, 0.2, -0.1], [0.3, -0.2, -0.4], [0.3, 0.0, 0.0], [-0.1, 0.1, 0.1], [-0.1, -0.1, 0.1], [0.1, -0.1, 0.0], [0.0, 0.0, -0.1], [0.1, -0.1, 0.0], [-0.1, 0.0, 0.0], [0.0, 0.1, 0.3], [-0.7, 1.0, -0.5], [0.3, -0.4, -0.1], [0.0, -0.2, -0.4], [-0.1, 0.0, -0.1], [-0.1, -0.5, 0.1], [0.5, -0.1, -1.2], [-0.1, 0.3, 0.2], [0.0, 0.1, -0.8], [0.5, -0.7, 0.1], [-0.6, 0.2, -0.2], [0.4, -0.4, 1.8], [-0.1, 0.0, -0.6], [-0.3, 0.6, 0.0], [-0.3, 0.5, -0.4], [0.0, -0.4, 0.4], [0.4, -0.1, 0.0], [0.2, 0.3, 0.4], [-0.2, 0.2, -0.2], [0.1, 0.1, 0.2], [-0.1, 0.0, 0.3], [-0.1, 0.0, -0.2], [0.1, -0.2, -0.2], [0.0, -0.1, 0.1], [0.0, -0.2, 0.0], [-0.1, -0.4, 0.1], [0.4, 0.0, 0.1], [0.2, 0.1, 0.0], [-0.1, -0.2, 0.1], [0.1, 0.1, 0.3], [-0.1, 0.4, 0.0], [-0.1, -0.1, 0.3], [-0.1, 0.2, 0.3]],
  "mulliken_charge": [-1.26, -0.51, -0.08, -0.88, 0.07, -0.25, -0.21, -0.66, 0.09, -0.56, -1.16, -0.10, -0.64, -0.43, -0.37, -1.26, 0.38, 0.32, 0.30, 0.35, 0.36, 0.16, 0.22, 0.45, 0.31, 0.34, 0.27, 0.29, -0.02, 0.31, 0.33, 0.36, 0.29, 0.32, 0.31, 0.40, 0.24, 0.26, 0.33, 0.34, 0.37, 0.32, 0.32, -0.83, -0.42, 0.87, -0.64, -0.34, 0.11, -0.55, 0.75, -0.84, 0.83, 0.15, -0.48, -0.36, -0.59, -1.15, -0.86, -0.82, -0.56, 0.25, 0.35, 0.37, 0.49, 0.40, 0.50, 0.61, 0.28, 0.28, 0.29, 0.27, 0.45, 0.95, 0.85, 0.39]
}

Calculated values (eV) of highest occupied orbital energy for the records, taken in order: -10.41; -10.67.